Density functional theory data (ωB97M-V/def2-TZVPD) for C25H27OS3Y as an isolated structure in a non-equilibrium geometry.

Computed properties:
total energy	-61946.2954	eV
gap between HOMO and LUMO	6.74	eV
charge	+2
HOMO energy	-0.507	Eh
2S+1	1

The geometry in XYZ format:
```
57
Properties=species:S:1:pos:R:3:lowdin_charge:R:1
Y -0.01210 -0.57808 -0.04879 1.701
C 1.12995 1.73669 -2.52521 -0.014
C 0.56426 0.33667 -2.44781 -0.258
C -0.82999 0.15025 -2.47799 -0.240
C -1.72475 1.33457 -2.75364 0.002
C -1.37887 -1.14030 -2.32555 -0.234
C -2.87628 -1.32773 -2.31950 -0.018
C -0.51730 -2.25950 -2.23396 -0.208
C -1.09684 -3.65331 -2.21995 -0.002
C 0.88168 -2.07687 -2.22087 -0.218
C 1.80189 -3.26501 -2.09530 -0.009
C 1.42474 -0.77885 -2.35661 -0.229
C 2.92098 -0.59532 -2.45871 -0.004
H 1.25643 2.04128 -3.56792 0.122
H 2.09969 1.82394 -2.04173 0.082
H 0.46734 2.46762 -2.06504 0.087
H -1.99658 1.89199 -1.85224 0.080
H -2.64940 1.02438 -3.23139 0.096
H -1.23207 2.03709 -3.42157 0.100
H -3.24339 -1.47947 -3.33847 0.124
H -3.38718 -0.45653 -1.91770 0.077
H -3.18559 -2.18893 -1.73238 0.092
H -1.26040 -4.04057 -1.20973 0.114
H -0.43277 -4.35079 -2.72316 0.096
H -2.05363 -3.67797 -2.73270 0.091
H 2.06154 -3.64426 -3.08770 0.124
H 1.34248 -4.08093 -1.54381 0.090
H 2.73286 -3.00779 -1.59568 0.091
H 3.41333 -0.52384 -1.48360 0.101
H 3.17156 0.30293 -3.01463 0.092
H 3.37572 -1.43705 -2.97486 0.098
O 0.09735 -1.04859 1.84771 -0.352
C 0.04099 0.25555 2.50541 -0.567
C -0.50652 0.06600 3.88698 -0.552
C -1.16667 0.97836 4.65879 -0.110
C -1.44174 0.47786 5.96330 -0.145
C -0.97248 -0.78883 6.12849 -0.369
S -0.23845 -1.39857 4.71477 1.108
C 1.42323 0.86419 2.40708 -0.495
C 2.23228 0.91592 1.30117 -0.168
C 3.50123 1.50602 1.52976 -0.141
C 3.60287 1.91224 2.83150 -0.354
S 2.21074 1.55239 3.73597 1.166
C -0.94858 1.11761 1.67646 -0.560
C -0.89206 2.44348 1.35234 -0.064
C -2.11312 2.93876 0.78931 -0.123
C -3.04864 1.96461 0.65763 -0.345
S -2.49797 0.45575 1.27332 1.094
H -1.44204 1.97095 4.32206 0.125
H -1.95790 1.02820 6.73597 0.116
H -1.04930 -1.42009 7.00064 0.083
H 2.01893 0.53618 0.29678 0.058
H 4.27841 1.62988 0.79031 0.116
H 4.44412 2.39616 3.30491 0.089
H -0.01487 3.04691 1.55029 0.140
H -2.27917 3.96714 0.50228 0.129
H -4.04791 2.04765 0.25499 0.096
```